C4H8F2N3 | the ωB97M-V functional and the def2-TZVPD basis

Results
Total charge: +1
SMILES string: C/C(F)=N/[N+](C)=N\CF
HOMO-LUMO gap in Eh: 0.3758

Geometry as XYZ:
```
17
C4H8F2N3, DFT the ωB97M-V functional and the def2-TZVPD basis
C 1.80732 -1.47694 -0.17958
C 0.94154 -0.54568 0.39702
F 1.09079 -0.29873 1.65517
N -0.02911 0.07330 -0.23057
N -1.02050 0.86144 0.16869
C -0.78502 2.25164 0.29046
N -2.17840 0.41043 0.42612
C -2.56886 -0.94508 0.26515
F -3.84632 -0.83185 -0.24329
H 2.94586 -1.31848 -0.11264
H 1.57564 -2.51305 0.16332
H 1.68933 -1.53463 -1.30353
H 0.35768 2.43201 0.47647
H -1.56165 2.71243 1.09140
H -0.87234 2.73822 -0.66746
H -2.79912 -1.32530 1.23502
H -2.06835 -1.63357 -0.37281
```

C6H11IS3 | the ωB97M-V functional and the def2-TZVPD basis

Results
SMILES string: CSC1=C(I)[C@@H]1SC.CS
HOMO-LUMO gap in Eh: 0.3120

Geometry as XYZ:
```
21
C6H11IS3, DFT the ωB97M-V functional and the def2-TZVPD basis
C -4.62523 -1.07701 0.49831
S -4.47147 0.52278 -0.35695
C -2.80725 0.47023 -0.70937
C -1.62774 -0.10724 -0.65805
I -0.46884 -1.71453 -0.07348
C -1.66388 1.20098 -1.36138
S -0.97938 2.72085 -0.66107
C -0.89634 2.28294 1.09448
H -4.00111 -1.06913 1.38666
H -4.32236 -1.87173 -0.17542
H -5.66818 -1.19083 0.77054
H -1.60036 1.27105 -2.44136
H -1.88363 2.01742 1.45836
H -0.54200 3.17085 1.60818
H -0.19171 1.46815 1.23459
C 4.65127 -0.85020 -0.61260
S 3.33539 0.40078 -0.72433
H 5.33758 -0.50750 0.15460
H 5.16777 -0.92543 -1.56522
H 4.22400 -1.80568 -0.32679
H 2.54433 -0.28886 -1.54211
```

E_tot across the listed records, respectively: -14172.009, -47004.197 eV.